1.
Density functional theory data (the ωB97M-V functional and the def2-TZVPD basis) for one molecule with the formula C2H3NO2S.

Summary:
SMILES string: C#CS(N)(=O)=O
2S+1: 1
HOMO energy: -10.10 eV
Kohn-Sham gap: 10.14 eV
LUMO level: 0.039 eV

Each line ends with the natural charge from an NBO analysis.
Geometry (Å):
1 C -1.10 -2.00 0.32  -0.06
2 C -0.35 -1.11 0.02  -0.37
3 N -0.27 1.55 0.05  -1.02
4 O 1.53 0.09 -1.80  -0.78
5 O 1.53 0.06 1.17  -0.85
6 S 0.73 0.20 -0.03  1.99
7 H -1.43 -2.96 0.64  0.25
8 H -0.55 1.70 -0.84  0.39
9 H -0.09 2.46 0.47  0.43

---

2.
Density functional theory data (the ωB97M-V functional and the def2-TZVPD basis) for one molecule with the formula C2H3NO2S.

Summary:
SMILES string: O=C1ON1CS
2S+1: 1
HOMO energy: -9.93 eV
Kohn-Sham gap: 10.32 eV
LUMO level: 0.386 eV

Each line ends with the natural charge from an NBO analysis.
Geometry (Å):
1 C 0.54 0.12 -0.46  -0.33
2 C 3.16 -0.18 -0.25  0.88
3 N 1.98 0.48 -0.28  -0.22
4 O 2.74 0.16 0.96  -0.35
5 O 4.09 -0.64 -0.83  -0.53
6 S -0.05 -1.27 0.70  -0.07
7 H -0.03 1.09 -0.17  0.24
8 H 0.59 -0.16 -1.47  0.23
9 H -1.06 -0.59 1.42  0.16

---

3.
Density functional theory data (the ωB97M-V functional and the def2-TZVPD basis) for one molecule with the formula C2H3NO2S.

Summary:
SMILES string: C#CS(N)(=O)=O
2S+1: 1
HOMO energy: -10.94 eV
Kohn-Sham gap: 11.47 eV
LUMO level: 0.533 eV

Each line ends with the natural charge from an NBO analysis.
Geometry (Å):
1 C -0.39 -2.22 0.14  -0.07
2 C 0.35 -1.27 0.04  -0.37
3 N 0.88 1.34 -0.12  -1.08
4 O 2.35 -0.34 -1.26  -0.91
5 O 2.38 -0.22 1.22  -0.89
6 S 1.65 -0.12 0.01  2.29
7 H -0.98 -2.91 0.50  0.21
8 H 0.93 1.59 0.88  0.39
9 H 1.17 2.22 -0.61  0.44

---

4.
Density functional theory data (the ωB97M-V functional and the def2-TZVPD basis) for one molecule with the formula C2H3NO2S.

Summary:
SMILES string: O=C(O)/C=N\S
2S+1: 1
HOMO energy: -9.41 eV
Kohn-Sham gap: 9.15 eV
LUMO level: -0.259 eV

Each line ends with the natural charge from an NBO analysis.
Geometry (Å):
1 C -0.59 -0.75 0.16  -0.07
2 C 0.65 -0.09 -0.35  0.72
3 H -0.68 1.91 0.61  0.14
4 H -0.59 -1.85 0.06  0.20
5 H 2.32 -0.53 -1.11  0.51
6 N -1.61 -0.22 0.74  -0.49
7 O 1.42 -0.96 -1.01  -0.66
8 O 0.93 1.09 -0.21  -0.60
9 S -1.85 1.39 1.12  0.25

---

Which is the most stable structure? 4 is the most stable.

---

1.
Density functional theory data (the ωB97M-V functional and the def2-TZVPD basis) for one molecule with the formula CH2N4O.

Summary:
SMILES string: O=c1nn[nH][nH]1
2S+1: 1
HOMO energy: -10.14 eV
Kohn-Sham gap: 10.19 eV
LUMO level: 0.053 eV

Each line ends with the natural charge from an NBO analysis.
Geometry (Å):
1 O 2.15 -0.52 0.04  -0.57
2 C 0.94 -0.47 0.07  0.68
3 N 0.24 0.72 0.19  -0.47
4 N -1.07 0.40 -0.17  -0.25
5 N -1.17 -0.95 -0.12  0.06
6 N -0.05 -1.50 -0.05  -0.26
7 H 0.79 1.43 -0.26  0.42
8 H -1.83 0.89 0.31  0.40

---

2.
Density functional theory data (the ωB97M-V functional and the def2-TZVPD basis) for one molecule with the formula CH2N4O.

Summary:
2S+1: 1
HOMO energy: -9.18 eV
Kohn-Sham gap: 8.94 eV
LUMO level: -0.241 eV

Each line ends with the natural charge from an NBO analysis.
Geometry (Å):
1 N 1.49 0.08 -0.11  -0.88
2 C 0.20 -0.01 -0.37  0.44
3 N -0.76 -0.12 -1.26  -0.22
4 O -1.92 -0.14 -0.44  -0.12
5 N -1.62 -0.04 0.85  0.22
6 N -0.37 0.04 0.90  -0.34
7 H 2.18 0.06 -0.84  0.40
8 H 0.80 0.13 1.27  0.50

---

3.
Density functional theory data (the ωB97M-V functional and the def2-TZVPD basis) for one molecule with the formula CH2N4O.

Summary:
SMILES string: Oc1nnn[nH]1
2S+1: 1
HOMO energy: -10.24 eV
Kohn-Sham gap: 10.14 eV
LUMO level: -0.099 eV

Each line ends with the natural charge from an NBO analysis.
Geometry (Å):
1 C 0.48 0.11 -0.24  0.54
2 H 1.57 -1.13 -1.00  0.48
3 H -0.90 -1.63 0.42  0.45
4 N 0.32 1.51 -0.05  -0.30
5 N -0.82 1.49 0.75  -0.05
6 N -1.28 0.42 1.10  -0.04
7 N -0.60 -0.57 0.38  -0.47
8 O 1.22 -0.21 -1.36  -0.61

---

4.
Density functional theory data (the ωB97M-V functional and the def2-TZVPD basis) for one molecule with the formula CH2N4O.

Summary:
SMILES string: [H]/N=c1\[nH]nno1
2S+1: 1
HOMO energy: -9.88 eV
Kohn-Sham gap: 10.38 eV
LUMO level: 0.503 eV

Each line ends with the natural charge from an NBO analysis.
Geometry (Å):
1 C 0.08 0.34 -0.44  0.61
2 H 1.55 0.30 -1.72  0.36
3 H 1.27 -0.61 1.11  0.42
4 N 0.61 0.64 -1.55  -0.69
5 N 0.27 -0.62 0.70  -0.46
6 N -0.80 -0.51 1.44  -0.02
7 N -1.74 -0.04 0.82  0.11
8 O -1.25 0.50 -0.36  -0.33

---

Which is the most stable structure? 1 is the most stable.

---

1.
Density functional theory data (the ωB97M-V functional and the def2-TZVPD basis) for one molecule with the formula C8H10O3.

Summary:
SMILES string: O=C1C=C[C@]2(O)CCO[C@@H]2C1
2S+1: 1
HOMO energy: -9.58 eV
Kohn-Sham gap: 9.64 eV
LUMO level: 0.061 eV

Each line ends with the natural charge from an NBO analysis.
Geometry (Å):
1 O -0.33 2.71 2.03  -0.53
2 O -1.66 0.11 -0.60  -0.53
3 O 1.33 -1.76 0.52  -0.72
4 C -0.05 1.69 1.41  0.53
5 C 1.11 1.65 0.53  -0.29
6 C 1.48 0.52 -0.14  -0.12
7 C -1.07 -0.29 -1.84  -0.06
8 C -0.88 0.45 1.66  -0.52
9 C 0.15 -1.17 -1.51  -0.45
10 C -0.84 -0.47 0.44  0.09
11 C 0.60 -0.71 -0.16  0.17
12 H 1.60 -1.53 1.43  0.48
13 H 1.74 2.52 0.44  0.23
14 H 2.35 0.53 -0.77  0.22
15 H -1.80 -0.89 -2.39  0.18
16 H -0.84 0.64 -2.42  0.18
17 H -0.47 -0.08 2.55  0.23
18 H -1.90 0.75 1.87  0.26
19 H 0.85 -1.03 -2.32  0.22
20 H -0.12 -2.22 -1.49  0.23
21 H -1.25 -1.43 0.77  0.19

---

2.
Density functional theory data (the ωB97M-V functional and the def2-TZVPD basis) for one molecule with the formula C8H10O3.

Summary:
SMILES string: COc1cc(O)cc(OC)c1
2S+1: 1
HOMO energy: -8.09 eV
Kohn-Sham gap: 8.76 eV
LUMO level: 0.661 eV

Each line ends with the natural charge from an NBO analysis.
Geometry (Å):
1 C 3.09 -1.54 0.19  -0.28
2 C 1.33 0.07 -0.03  0.36
3 C 0.94 1.42 0.05  -0.37
4 C -0.39 1.76 0.00  0.36
5 C -1.37 0.69 -0.07  -0.42
6 C -0.92 -0.62 -0.02  0.33
7 C -3.17 -1.57 0.13  -0.29
8 C 0.38 -0.94 -0.11  -0.38
9 H 2.85 -1.69 1.33  0.19
10 H 2.65 -2.46 -0.48  0.19
11 H 4.20 -1.50 0.01  0.21
12 H 1.69 2.15 0.02  0.23
13 H -1.50 3.22 0.51  0.48
14 H -2.47 0.86 -0.07  0.21
15 H -3.38 -2.67 0.44  0.21
16 H -3.43 -0.87 1.05  0.19
17 H -3.80 -1.23 -0.76  0.20
18 H 0.69 -1.99 -0.17  0.23
19 O 2.69 -0.15 -0.17  -0.51
20 O -0.58 3.07 0.00  -0.65
21 O -1.71 -1.60 -0.17  -0.49

---

Which is the most stable structure? 1 is the most stable.

---

1.
Density functional theory data (the ωB97M-V functional and the def2-TZVPD basis) for one molecule with the formula C4H7BrO.

Summary:
SMILES string: CC[C@]1(Br)CO1
2S+1: 1
HOMO energy: -9.27 eV
Kohn-Sham gap: 10.08 eV
LUMO level: 0.815 eV

Each line ends with the natural charge from an NBO analysis.
Geometry (Å):
1 C 0.80 -2.04 -0.15  -0.12
2 C -0.55 -1.22 0.59  0.20
3 C -0.04 1.19 0.18  -0.61
4 C -1.03 0.06 -0.08  -0.46
5 O -0.60 -2.46 -0.06  -0.49
6 Br -0.64 -1.40 2.50  0.02
7 H 1.18 -1.51 -0.95  0.18
8 H 1.40 -2.28 0.65  0.19
9 H 0.82 1.15 -0.57  0.20
10 H 0.29 1.26 1.28  0.22
11 H -0.52 2.09 -0.08  0.21
12 H -1.03 -0.07 -1.11  0.23
13 H -2.19 0.47 0.17  0.22

---

2.
Density functional theory data (the ωB97M-V functional and the def2-TZVPD basis) for a 2-piece molecular cluster, C4H7BrO overall.

Summary:
2S+1: 1
HOMO energy (spin up / spin down): -8.71 / -8.71 eV
Kohn-Sham gap (spin up / spin down): 7.40 / 7.40 eV
LUMO level (spin up / spin down): -1.311 / -1.311 eV

Each line ends with the natural charge from an NBO analysis.
Geometry (Å):
1 C -0.75 -0.73 0.60  -0.33
2 C 0.41 -0.25 0.33  0.09
3 C -1.16 -2.19 0.39  -0.64
4 C 1.66 2.57 0.15  -0.26
5 O 0.48 2.15 0.53  -0.54
6 Br 2.02 -0.90 -0.14  0.22
7 H -1.58 -0.02 0.99  0.28
8 H -0.71 -2.69 -0.54  0.23
9 H -2.22 -2.32 0.34  0.23
10 H -0.68 -2.89 1.10  0.23
11 H 1.91 2.23 -0.89  0.16
12 H 2.36 2.46 0.97  0.15
13 H 1.63 3.66 -0.06  0.19

---

Which is the most stable structure? 1 is the most stable.

---

1.
Density functional theory data (the ωB97M-V functional and the def2-TZVPD basis) for a 2-piece molecular cluster, C9H16N2O2 overall.

Summary:
SMILES string: O=c1cc[nH]c(=O)[nH]1.CCCCC
2S+1: 1
HOMO energy: -9.51 eV
Kohn-Sham gap: 9.66 eV
LUMO level: 0.152 eV

Each line ends with the natural charge from an NBO analysis.
Geometry (Å):
1 C 0.87 -2.50 -1.09  -0.62
2 C -0.47 -1.75 -0.76  -0.43
3 C -0.71 -1.42 0.75  -0.41
4 C -1.97 -0.57 0.76  -0.42
5 C -2.25 -0.15 2.18  -0.60
6 C -0.30 1.75 0.26  0.64
7 C -0.22 1.89 -1.25  -0.39
8 C 0.57 1.03 -1.98  0.07
9 C 1.60 0.16 -0.04  0.79
10 H 1.71 -1.60 -1.16  0.20
11 H 1.25 -3.21 -0.31  0.22
12 H 0.69 -3.00 -2.12  0.20
13 H -1.33 -2.42 -1.08  0.21
14 H -0.60 -0.84 -1.33  0.19
15 H -0.84 -2.28 1.46  0.20
16 H 0.22 -0.94 1.33  0.21
17 H -2.90 -1.02 0.26  0.21
18 H -1.64 0.34 0.23  0.20
19 H -1.32 0.40 2.42  0.20
20 H -3.15 0.60 2.28  0.21
21 H -2.41 -0.99 2.89  0.20
22 H 0.77 0.75 1.75  0.45
23 H -0.87 2.65 -1.65  0.25
24 H 0.76 1.18 -3.02  0.22
25 H 2.24 -0.33 -1.99  0.46
26 N 0.65 0.78 0.70  -0.66
27 N 1.47 0.18 -1.43  -0.62
28 O -1.17 2.26 1.06  -0.60
29 O 2.40 -0.60 0.47  -0.61

---

2.
Density functional theory data (the ωB97M-V functional and the def2-TZVPD basis) for a 2-piece molecular cluster, C9H16N2O2 overall.

Summary:
SMILES string: O=c1cc[nH]c(=O)[nH]1.CC(C)(C)C
2S+1: 1
HOMO energy: -9.35 eV
Kohn-Sham gap: 9.68 eV
LUMO level: 0.328 eV

Each line ends with the natural charge from an NBO analysis.
Geometry (Å):
1 C -2.53 2.33 0.32  0.65
2 C -1.38 1.61 0.84  -0.42
3 C -1.23 0.32 0.60  0.07
4 C -3.32 0.06 -0.48  0.79
5 C 1.72 -0.65 -0.19  -0.12
6 C 1.32 -0.90 1.27  -0.60
7 C 0.68 0.16 -0.75  -0.60
8 C 1.65 -2.01 -0.88  -0.60
9 C 3.04 0.15 -0.24  -0.61
10 H -4.35 1.82 -0.55  0.44
11 H -0.59 2.09 1.34  0.23
12 H -0.38 -0.07 1.12  0.25
13 H -2.10 -1.49 0.29  0.43
14 H 1.01 0.05 1.74  0.19
15 H 0.55 -1.78 1.57  0.20
16 H 2.16 -1.23 1.75  0.22
17 H 0.98 0.56 -1.75  0.22
18 H -0.35 -0.26 -0.85  0.23
19 H 0.56 1.05 -0.09  0.21
20 H 1.65 -1.87 -2.04  0.22
21 H 0.68 -2.48 -0.42  0.21
22 H 2.56 -2.67 -0.80  0.22
23 H 3.97 -0.24 0.24  0.22
24 H 3.40 0.25 -1.25  0.22
25 H 2.89 1.27 0.12  0.21
26 N -3.35 1.46 -0.39  -0.65
27 N -2.14 -0.50 -0.01  -0.64
28 O -2.80 3.52 0.32  -0.59
29 O -4.29 -0.56 -0.82  -0.60

---

Which is the most stable structure? 2 is the most stable.

---

1.
Density functional theory data (the ωB97M-V functional and the def2-TZVPD basis) for one molecule with the formula C5H8ClNS.

Summary:
SMILES string: C=NS[C@H]1C[C@H](Cl)C1
2S+1: 1
HOMO energy: -8.62 eV
Kohn-Sham gap: 9.50 eV
LUMO level: 0.879 eV

Each line ends with the natural charge from an NBO analysis.
Geometry (Å):
1 C -1.25 1.11 -1.07  -0.19
2 C -0.21 0.11 -1.68  -0.41
3 C 0.23 -0.19 -0.23  -0.39
4 C -1.11 0.41 0.30  -0.42
5 C 1.32 -2.26 2.81  -0.08
6 H -2.24 1.14 -1.54  0.22
7 H -0.79 -0.70 -2.16  0.22
8 H 0.57 0.48 -2.38  0.23
9 H 1.04 0.48 0.01  0.24
10 H -1.87 -0.41 0.35  0.22
11 H -1.08 0.97 1.24  0.23
12 H 1.74 -1.82 3.70  0.18
13 H 0.92 -3.27 2.87  0.16
14 N 1.32 -1.44 1.81  -0.55
15 S 0.60 -1.82 0.29  0.41
16 Cl -0.65 2.78 -1.19  -0.06

---

2.
Density functional theory data (the ωB97M-V functional and the def2-TZVPD basis) for one molecule with the formula C5H8ClNS.

Summary:
SMILES string: S[C@]12CNC[C@]1(Cl)C2
2S+1: 1
HOMO energy: -8.71 eV
Kohn-Sham gap: 9.50 eV
LUMO level: 0.784 eV

Each line ends with the natural charge from an NBO analysis.
Geometry (Å):
1 C 0.06 -0.85 0.08  -0.19
2 C 1.36 -0.31 0.55  -0.25
3 C -0.49 1.29 0.40  -0.25
4 C -0.51 0.27 -0.68  -0.12
5 C -0.77 -1.12 -1.09  -0.36
6 H -0.34 -0.28 2.32  0.16
7 H 1.83 -0.85 1.39  0.22
8 H 2.07 -0.18 -0.22  0.21
9 H 1.43 1.79 0.99  0.38
10 H -1.48 1.43 0.99  0.23
11 H -0.42 2.31 -0.04  0.22
12 H -0.28 -1.34 -2.02  0.25
13 H -1.66 -1.76 -0.94  0.25
14 N 0.79 0.95 1.17  -0.67
15 S -0.81 -1.28 1.63  -0.03
16 Cl 0.50 1.00 -1.90  -0.05

---

Which is the most stable structure? 1 is the most stable.